Formula: C66H76N3O22Si
Source: the OMol25 dataset
Level of theory: wB97M-V/def2-TZVPD

Last column: Mulliken charge in e.
Positions of all 168 atoms, in Å:
C -1.25 0.43 -3.42  -1.36
C -0.94 -0.24 -2.08  -0.21
N 0.02 0.59 -1.33  0.04
C 1.20 -0.03 -0.80  -1.46
C 2.47 0.87 -0.98  -0.07
C 2.30 1.67 -2.27  -1.18
C 3.65 2.30 -2.71  -0.90
C 3.74 3.72 -2.20  0.39
N 4.92 4.00 -1.47  -0.37
O 2.86 4.54 -2.37  -0.62
O 2.75 1.78 0.05  -0.29
C 2.00 1.65 1.24  -0.05
C 2.53 2.64 2.26  -1.64
C 3.97 2.52 2.75  -1.14
O 4.82 1.80 1.85  0.22
C 6.14 1.81 2.24  0.71
C 7.07 2.31 1.18  -1.05
O 6.50 1.41 3.35  -0.57
C 1.81 0.21 1.72  1.09
C 0.85 0.25 2.95  -1.67
C 1.51 0.24 4.32  -0.97
O 1.67 -1.10 4.77  -0.12
C 0.75 -1.49 5.77  -0.39
C 1.19 -1.07 7.17  -0.89
C 3.06 -0.56 2.10  -0.47
C 4.01 -1.02 0.99  -1.26
O 5.13 -1.61 1.63  -0.34
Si 5.16 -3.29 1.66  0.75
C 5.00 -4.07 -0.06  -1.21
C 6.86 -3.74 2.33  -1.31
C 3.87 -3.99 2.85  -0.88
N 0.96 -0.48 0.65  1.18
C 0.89 -1.95 0.83  0.04
C -0.51 -2.40 0.40  -0.46
O -1.50 -1.88 0.86  -0.50
O -0.58 -3.44 -0.46  -0.53
H -1.09 1.49 -3.26  0.32
H -0.56 0.13 -4.19  0.44
H -2.28 0.33 -3.72  0.25
H -1.88 -0.27 -1.52  0.31
H -0.63 -1.27 -2.18  0.10
H -0.44 1.19 -0.66  0.42
H 1.39 -0.93 -1.37  0.84
H 3.31 0.21 -1.18  0.49
H 1.61 2.50 -2.13  0.36
H 1.97 1.00 -3.06  0.43
H 4.47 1.72 -2.30  0.26
H 3.68 2.28 -3.79  0.53
H 5.72 4.03 -2.09  0.26
H 4.82 4.92 -1.05  0.28
H 0.99 2.01 1.00  0.79
H 2.41 3.62 1.79  0.73
H 1.90 2.69 3.15  0.49
H 4.04 2.06 3.73  0.39
H 4.38 3.52 2.88  0.66
H 7.76 1.53 0.89  0.35
H 7.65 3.15 1.55  0.35
H 6.51 2.59 0.29  0.06
H 0.13 -0.56 2.92  0.57
H 0.28 1.18 2.86  0.47
H 2.46 0.76 4.37  0.25
H 0.84 0.77 5.00  0.42
H 0.74 -2.58 5.75  0.39
H -0.27 -1.15 5.57  0.29
H 1.03 0.00 7.29  0.08
H 0.58 -1.61 7.89  0.44
H 2.22 -1.34 7.33  0.15
H 2.77 -1.44 2.66  0.93
H 3.68 0.00 2.78  0.28
H 3.56 -1.71 0.28  0.03
H 4.39 -0.14 0.49  -0.27
H 4.21 -4.82 -0.04  0.30
H 4.77 -3.33 -0.82  0.31
H 5.95 -4.51 -0.32  0.45
H 6.82 -4.53 3.08  0.33
H 7.56 -3.97 1.53  0.46
H 7.25 -2.85 2.83  0.27
H 4.36 -4.76 3.44  0.56
H 3.01 -4.43 2.35  0.34
H 3.58 -3.21 3.55  -0.01
H 0.00 -0.18 0.85  1.08
H 0.97 -2.21 1.88  0.23
H 1.62 -2.48 0.23  0.72
H 0.01 -3.30 -1.21  0.41
C 0.09 4.47 7.36  -0.40
C -0.70 5.20 8.14  -0.41
C -1.93 4.61 8.74  0.26
O -2.65 5.27 9.45  -0.52
C -2.22 3.19 8.44  -0.42
C -1.43 2.47 7.66  -0.19
C -0.21 3.05 7.06  0.32
O 0.53 2.39 6.35  -0.40
H 0.99 4.88 6.91  0.42
H -0.50 6.24 8.37  0.41
H -3.12 2.78 8.89  0.43
H -1.62 1.43 7.43  0.43
C -7.43 -2.31 -0.07  -0.31
C -6.86 -3.39 -0.61  -0.65
C -5.39 -3.53 -0.68  0.19
O -4.86 -4.51 -1.17  -0.56
C -4.56 -2.43 -0.12  -0.16
C -5.12 -1.35 0.43  -0.15
C -6.60 -1.21 0.50  0.04
O -7.11 -0.23 0.99  -0.55
H -8.51 -2.18 -0.01  0.70
H -7.44 -4.20 -1.02  0.46
H -3.49 -2.55 -0.17  0.57
H -4.54 -0.54 0.84  0.46
C -11.70 -1.87 1.57  -0.30
C -12.82 -1.48 2.18  -0.38
C -13.90 -0.78 1.44  0.32
O -14.91 -0.42 2.00  -0.53
C -13.69 -0.55 -0.01  -0.37
C -12.58 -0.95 -0.62  -0.38
C -11.50 -1.64 0.12  0.48
O -10.48 -2.00 -0.44  -0.56
H -10.90 -2.38 2.10  0.42
H -12.99 -1.64 3.24  0.41
H -14.49 -0.05 -0.53  0.40
H -12.41 -0.79 -1.68  0.42
C 8.71 -3.26 7.20  -0.48
C 8.16 -4.02 6.26  -0.27
C 6.70 -3.99 5.99  0.39
O 6.20 -4.68 5.13  -0.53
C 5.88 -3.07 6.81  -0.34
C 6.42 -2.31 7.76  -0.32
C 7.88 -2.34 8.02  0.29
O 8.38 -1.65 8.88  -0.54
H 9.77 -3.27 7.41  0.41
H 8.74 -4.70 5.64  0.45
H 4.81 -3.06 6.60  0.50
H 5.84 -1.63 8.37  0.42
C -0.71 5.53 -5.42  -0.40
C -0.05 4.38 -5.51  -0.47
C -0.66 3.20 -6.16  0.35
O -0.07 2.14 -6.24  -0.42
C -2.03 3.34 -6.71  -0.03
C -2.69 4.49 -6.62  -0.39
C -2.09 5.68 -5.97  0.24
O -2.69 6.73 -5.89  -0.54
H -0.29 6.41 -4.95  0.45
H 0.95 4.26 -5.12  0.47
H -2.45 2.46 -7.19  0.34
H -3.69 4.63 -7.02  0.46
C 1.27 -1.38 -10.52  -0.41
C 0.14 -0.99 -11.10  -0.43
C -0.63 0.17 -10.59  0.35
O -1.66 0.52 -11.11  -0.56
C -0.08 0.88 -9.41  -0.12
C 1.05 0.49 -8.82  -0.22
C 1.82 -0.67 -9.33  0.28
O 2.84 -1.03 -8.80  -0.56
H 1.85 -2.23 -10.87  0.41
H -0.27 -1.50 -11.96  0.43
H -0.65 1.73 -9.05  0.32
H 1.45 1.00 -7.96  0.46
C -6.05 -0.78 -6.00  -0.45
C -4.73 -0.62 -5.91  -0.39
C -3.93 -0.14 -7.07  0.44
O -2.73 0.00 -6.99  -0.48
C -4.66 0.15 -8.33  -0.23
C -5.98 -0.01 -8.42  -0.40
C -6.77 -0.48 -7.26  0.27
O -7.97 -0.63 -7.34  -0.54
H -6.65 -1.13 -5.17  0.47
H -4.18 -0.83 -5.00  0.42
H -4.05 0.50 -9.16  0.46
H -6.52 0.20 -9.33  0.44

## Properties
* HOMO: -11.494 eV
* multiplicity: 1
* total charge: +1

---

Formula: C66H80N5O6Rb
Source: the OMol25 dataset
Level of theory: wB97M-V/def2-TZVPD

Last column: Mulliken charge in e.
Positions of all 158 atoms, in Å:
Rb -0.85 0.63 -1.88  0.15
C -1.67 -3.04 -2.80  -1.07
O -1.48 -2.25 -1.63  0.14
C -0.72 -2.83 -0.62  0.25
C 0.60 -3.22 -0.84  0.50
C 1.41 -2.88 -2.09  0.13
C 2.57 -1.97 -1.76  -0.14
C 3.75 -2.49 -1.25  -0.59
C 4.78 -1.69 -0.76  -0.62
C 4.53 -0.32 -0.74  -1.01
C 3.37 0.25 -1.24  0.38
C 3.05 1.70 -0.97  -0.68
C 2.35 1.82 0.38  0.85
C 3.04 1.45 1.53  -0.14
C 2.43 1.41 2.78  -0.07
C 1.07 1.69 2.84  -0.82
C 0.34 2.07 1.73  0.20
C -1.16 2.28 1.87  -0.85
C -1.85 1.03 2.38  0.34
C -2.38 0.94 3.66  -0.48
C -3.01 -0.22 4.13  -0.15
C -3.10 -1.29 3.23  -0.78
C -2.59 -1.24 1.95  1.11
C -2.68 -2.40 0.99  -1.00
C -1.32 -2.97 0.64  0.05
C -0.60 -3.62 1.64  -0.99
C 0.68 -4.12 1.43  0.07
C 1.25 -3.89 0.19  -0.16
C 1.41 -4.85 2.56  2.34
C 1.61 -3.87 3.72  -1.61
C 0.57 -6.04 3.04  -2.01
C 2.78 -5.36 2.13  -1.89
C -1.92 -0.07 1.49  -1.28
O -1.44 -0.02 0.31  0.79
C -3.59 -0.34 5.53  2.37
C -5.11 -0.60 5.46  -1.76
C -3.37 0.92 6.37  -2.18
C -2.93 -1.52 6.27  -1.68
C 1.01 2.20 0.51  -0.41
O 0.32 2.68 -0.59  1.00
C 0.32 4.10 -0.66  -0.96
C 3.18 1.03 4.05  2.53
C 4.65 0.74 3.79  -2.05
C 2.54 -0.22 4.66  -1.76
C 3.09 2.19 5.06  -1.91
C 2.41 -0.57 -1.92  0.45
O 1.45 -0.06 -2.60  0.28
C 6.09 -2.24 -0.20  2.26
C 7.28 -1.66 -0.97  -2.00
C 6.23 -1.86 1.28  -1.46
C 6.17 -3.76 -0.30  -1.96
H -1.35 -4.07 -2.63  0.31
H -1.12 -2.63 -3.64  0.18
H -2.74 -3.02 -3.04  0.30
H 0.79 -2.39 -2.83  -1.34
H 1.77 -3.82 -2.53  0.79
H 3.86 -3.57 -1.23  0.53
H 5.27 0.35 -0.29  0.46
H 2.42 2.11 -1.76  -0.68
H 3.98 2.28 -0.94  0.75
H 4.07 1.17 1.42  0.23
H 0.53 1.59 3.78  0.43
H -1.58 2.55 0.90  -0.45
H -1.35 3.10 2.56  0.70
H -2.30 1.81 4.30  0.44
H -3.59 -2.21 3.55  0.47
H -3.16 -2.08 0.07  -0.64
H -3.29 -3.19 1.43  0.66
H -1.08 -3.70 2.61  0.53
H 2.27 -4.22 0.00  0.33
H 0.66 -3.48 4.10  0.33
H 2.21 -3.02 3.39  0.00
H 2.14 -4.36 4.55  0.50
H -0.41 -5.73 3.39  0.35
H 1.08 -6.55 3.86  0.48
H 0.42 -6.76 2.23  0.36
H 3.44 -4.55 1.83  0.07
H 2.70 -6.06 1.29  0.42
H 3.25 -5.89 2.96  0.47
H -5.61 0.24 4.97  0.37
H -5.54 -0.72 6.46  0.44
H -5.32 -1.50 4.88  0.33
H -3.85 1.79 5.92  0.39
H -2.31 1.14 6.47  0.35
H -3.79 0.78 7.37  0.45
H -3.10 -2.46 5.75  0.34
H -3.33 -1.62 7.28  0.44
H -1.85 -1.36 6.34  0.28
H 0.09 4.53 0.32  0.47
H -0.46 4.38 -1.37  0.01
H 1.29 4.47 -1.00  0.16
H 4.77 -0.11 3.11  0.13
H 5.15 0.48 4.73  0.48
H 5.17 1.60 3.35  0.41
H 2.57 -1.04 3.95  0.20
H 1.50 -0.05 4.93  0.36
H 3.08 -0.53 5.56  0.54
H 3.56 3.09 4.66  0.36
H 3.60 1.92 5.99  0.45
H 2.05 2.43 5.30  0.34
H 7.29 -0.57 -0.92  0.31
H 7.22 -1.93 -2.03  0.40
H 8.23 -2.02 -0.57  0.46
H 6.24 -0.77 1.41  0.35
H 7.15 -2.26 1.71  0.47
H 5.38 -2.24 1.86  0.08
H 6.08 -4.10 -1.33  0.38
H 5.38 -4.24 0.29  0.19
H 7.13 -4.11 0.09  0.46
O -4.79 7.84 -3.80  -0.75
C -5.30 6.95 -3.09  0.49
O -6.41 6.92 -2.52  -0.75
C -4.44 5.67 -2.92  -1.05
C -4.88 4.60 -2.15  -0.98
C -4.08 3.47 -2.05  0.47
N -2.89 3.37 -2.64  0.50
C -2.46 4.40 -3.38  0.92
C -3.21 5.56 -3.55  -1.00
C -1.09 4.22 -3.96  0.46
C -0.42 5.26 -4.61  -0.79
C 0.88 5.05 -5.04  -1.11
C 1.48 3.81 -4.82  -1.08
C 0.73 2.83 -4.19  -0.79
N -0.53 3.03 -3.79  1.46
C -4.51 2.25 -1.31  0.56
C -5.38 2.30 -0.22  -1.17
C -5.75 1.11 0.39  -0.65
C -5.26 -0.09 -0.11  -0.61
C -4.40 -0.04 -1.19  -0.01
N -4.02 1.10 -1.77  0.48
H -5.85 4.68 -1.68  0.61
H -2.88 6.39 -4.15  0.69
H -0.89 6.22 -4.74  0.52
H 1.42 5.84 -5.54  0.39
H 2.49 3.61 -5.12  0.52
H 1.15 1.86 -3.96  0.48
H -5.74 3.25 0.15  0.44
H -6.39 1.12 1.26  0.40
H -5.51 -1.04 0.35  0.29
H -3.96 -0.94 -1.61  0.27
N 0.82 -1.09 -5.42  -0.55
C -0.01 -0.19 -6.22  0.06
C -1.47 -0.65 -6.22  0.05
C -2.40 0.34 -6.91  -1.08
C -2.81 1.49 -5.99  0.48
N -3.61 1.01 -4.87  -0.39
H 0.70 -0.88 -4.43  -0.21
H 1.80 -0.88 -5.59  0.32
H 0.35 -0.20 -7.26  0.42
H 0.03 0.85 -5.88  -0.13
H -1.81 -0.76 -5.18  -0.45
H -1.52 -1.65 -6.67  0.43
H -3.30 -0.16 -7.26  0.37
H -1.90 0.75 -7.80  0.36
H -3.34 2.25 -6.57  0.40
H -1.91 1.98 -5.60  -0.64
H -4.59 1.21 -4.99  0.27
H -3.34 1.43 -3.98  0.04

## Properties
* HOMO: -2.302 eV
* multiplicity: 1
* total charge: -2

---

What is the formula in the first record? C66H76N3O22Si

---

Which value of HOMO does entry 2 give? -2.302 eV

---

Which of these has the lowest total charge? C66H80N5O6Rb